Record 1
DFT (wB97M-V/def2-TZVPD) results for a 2-piece molecular cluster, C7H8ClN3S overall at a distorted geometry.

```
20
Properties=species:S:1:pos:R:3:mulliken_charge:R:1
C -0.336 -2.928 0.862 -0.66
C 0.609 -1.980 0.617 -0.09
C -1.353 -1.332 -0.087 0.64
C -0.386 1.103 -1.062 -0.36
C 0.405 0.215 -0.465 0.23
C -2.117 -0.472 -1.023 -0.91
C 2.590 2.442 0.837 -0.65
N -1.607 -2.458 0.495 -0.66
N -0.027 -1.000 -0.028 0.18
N -1.807 0.937 -1.113 -0.14
S 2.772 0.817 0.108 -0.06
Cl -2.656 1.802 0.194 -0.11
H -0.240 -3.871 1.282 0.48
H 1.705 -2.015 0.691 0.31
H -0.034 2.126 -1.422 0.29
H -2.094 -0.966 -2.018 0.24
H -3.129 -0.512 -0.874 0.48
H 2.047 2.923 0.107 0.23
H 3.578 2.809 0.989 0.34
H 2.079 2.362 1.909 0.22
```

LUMO level, eV: -1.409
Maximum force, eV Å⁻¹: 4.3
Highest occupied orbital energy, eV: -8.70
Electronic energy, Ha: -1294.00831

Record 2
DFT (wB97M-V/def2-TZVPD) results for a 3-piece molecular cluster, C6H12N2 overall at a distorted geometry.

```
20
Properties=species:S:1:pos:R:3:mulliken_charge:R:1
C 0.808 -1.970 0.303 -0.84
C 0.693 -2.040 1.787 -0.70
N 0.726 0.201 -0.385 -0.07
C -0.507 0.015 -0.156 0.57
N 1.559 0.866 0.464 -0.44
C -0.731 2.145 -1.001 -0.43
C -1.739 -0.416 -0.052 -1.01
C -0.871 2.363 -2.296 -0.55
H 1.085 1.468 1.131 0.25
H 2.241 1.380 -0.076 0.28
H -0.853 2.916 -0.238 0.27
H 0.137 -2.576 -0.295 0.43
H 1.814 -1.935 -0.097 0.28
H -2.557 0.240 -0.318 0.34
H -1.971 -1.366 0.412 0.27
H 1.206 -1.194 2.258 0.26
H 1.171 -2.951 2.182 0.31
H -0.348 -2.057 2.119 0.27
H -1.134 3.340 -2.711 0.28
H -0.730 1.571 -3.031 0.23
```

LUMO level (spin up / spin down), eV: 0.961 / 0.318
Maximum force, eV Å⁻¹: 2.8
Highest occupied orbital energy (spin up / spin down), eV: -7.55 / -6.76
Electronic energy, Ha: -345.01770

Record 3
DFT (wB97M-V/def2-TZVPD) results for C27H49F2NO2Si2Sn as an isolated structure at a distorted geometry.

```
84
Properties=species:S:1:pos:R:3:mulliken_charge:R:1
O 3.536 -0.391 -0.747 0.09
O 1.381 -2.462 -4.696 -0.03
C 3.942 0.593 -1.730 0.05
C 4.974 1.521 -1.123 -1.52
H 3.025 1.142 -2.014 0.01
H 4.337 0.099 -2.637 0.36
H 4.558 2.055 -0.258 0.28
H 5.274 2.253 -1.880 0.44
H 5.871 0.968 -0.810 0.29
C 4.056 -1.730 -0.853 0.75
C 4.905 -2.041 -2.072 -1.85
H 3.176 -2.396 -0.811 -0.10
H 4.617 -1.891 0.081 0.06
H 4.358 -1.893 -3.012 0.38
H 5.160 -3.103 -2.020 0.43
H 5.846 -1.474 -2.071 0.42
C 1.103 -3.781 -4.246 -0.25
C 1.842 -2.041 -5.960 -0.08
C 2.357 -4.377 -3.669 -1.15
H 0.644 -4.440 -4.991 0.31
H 0.365 -3.626 -3.451 0.24
H 3.033 -4.652 -4.479 0.36
H 2.168 -5.247 -3.044 0.44
H 2.880 -3.652 -3.044 0.08
C 2.950 -2.923 -6.439 -1.42
H 2.198 -1.019 -5.769 0.20
H 1.020 -1.964 -6.693 0.30
H 3.721 -2.977 -5.676 0.26
H 3.395 -2.523 -7.340 0.43
H 2.574 -3.925 -6.626 0.32
H -0.150 -1.216 -4.023 -0.14
Sn 0.944 -0.091 0.014 -0.35
C 0.092 -0.753 -3.082 0.27
Si -1.286 0.463 -3.489 0.27
H 1.116 -0.349 -3.006 0.11
H -0.102 -1.480 -2.268 -0.06
C -0.471 1.530 -4.792 -1.11
C -2.156 1.554 -2.259 -0.65
C -2.462 -0.868 -4.122 -1.15
C 2.101 -0.101 1.817 -0.97
Si 1.948 -1.841 2.522 0.73
H 1.653 0.697 2.429 0.64
H 3.114 0.216 1.519 0.38
C 3.682 -2.399 2.966 -1.26
C 1.222 -3.171 1.403 -0.59
C 0.832 -1.615 4.009 -1.11
H -1.947 -1.781 -4.460 0.31
H -3.020 -0.453 -4.965 0.41
H -3.144 -1.161 -3.314 0.29
H 0.181 2.287 -4.328 0.26
H -1.282 2.037 -5.333 0.35
H 0.135 0.940 -5.500 0.29
H -1.477 2.269 -1.771 0.04
H -2.692 0.966 -1.498 0.13
H -2.883 2.099 -2.886 0.53
H 1.992 -3.931 1.198 0.45
H 0.835 -2.824 0.432 -0.30
H 0.388 -3.657 1.933 0.41
H 0.769 -2.550 4.583 0.35
H -0.182 -1.315 3.701 0.24
H 1.249 -0.826 4.654 0.28
H 3.630 -3.048 3.852 0.37
H 4.311 -1.528 3.195 0.32
H 4.144 -2.961 2.142 0.30
F -3.555 -3.382 0.998 -0.36
C -3.012 -2.119 1.048 0.33
C -1.771 -1.898 0.446 -0.94
C -1.195 -0.643 0.574 0.95
C -1.876 0.433 1.163 -0.26
C -3.142 0.129 1.735 0.81
F -3.884 1.090 2.389 -0.37
C -3.716 -1.128 1.716 -1.10
C -1.283 1.783 1.120 -0.03
C -1.894 2.940 1.610 -1.03
C -1.290 4.182 1.440 -0.54
C -0.062 4.269 0.779 -0.74
C 0.523 3.096 0.313 -0.41
N -0.072 1.893 0.494 0.66
H -1.277 -2.714 -0.083 0.50
H -4.671 -1.317 2.191 0.48
H -2.838 2.831 2.124 0.65
H -1.779 5.067 1.831 0.44
H 0.451 5.214 0.624 0.43
H 1.479 3.099 -0.214 0.40
```

LUMO level, eV: -0.012
Maximum force, eV Å⁻¹: 1.9
Highest occupied orbital energy, eV: -6.14
Electronic energy, Ha: -2256.38073

Record 4
DFT (wB97M-V/def2-TZVPD) results for a 2-piece molecular cluster, CH2BrCl overall at a distorted geometry.

```
5
Properties=species:S:1:pos:R:3:mulliken_charge:R:1
C -0.073 0.019 0.108 -0.39
Cl -0.124 -1.717 -0.090 -0.10
Br 1.669 0.765 0.002 -0.05
H -0.574 0.334 1.014 0.30
H -0.897 0.600 -1.034 0.25
```

LUMO level, eV: 0.426
Maximum force, eV Å⁻¹: 5.0
Highest occupied orbital energy, eV: -10.26
Electronic energy, Ha: -3073.44242

Record 5
DFT (wB97M-V/def2-TZVPD) results for C43H48AsN3P2S3Tl as an isolated structure.

```
101
Properties=species:S:1:pos:R:3:mulliken_charge:R:1
Tl 0.365 0.090 0.646 1.84
S 1.365 -2.448 -0.562 -0.53
P -0.633 -2.515 -0.618 1.90
C -1.369 -1.128 0.083 -1.50
P -2.407 -1.184 1.447 1.05
S -1.599 -1.332 3.268 -0.47
C -3.716 -2.432 1.218 0.51
C -4.012 -3.373 2.190 -0.55
C -5.052 -4.269 1.993 -0.63
C -5.800 -4.225 0.828 -0.48
C -5.503 -3.284 -0.152 -0.61
C -4.466 -2.391 0.045 -0.52
C -3.406 0.343 1.386 0.37
C -3.297 1.223 0.320 -0.25
C -4.020 2.408 0.317 -0.59
C -4.871 2.704 1.369 -0.57
C -5.009 1.807 2.423 -0.71
C -4.274 0.637 2.434 -0.51
C -1.138 -2.645 -2.364 -0.09
C -0.752 -3.735 -3.140 -0.26
C -1.087 -3.789 -4.479 -0.68
C -1.789 -2.740 -5.065 -0.49
C -2.156 -1.644 -4.304 -1.04
C -1.839 -1.601 -2.953 -0.12
C -1.206 -4.082 0.118 0.15
C -0.645 -4.484 1.325 -0.37
C -1.067 -5.652 1.934 -0.75
C -2.046 -6.435 1.338 -0.49
C -2.614 -6.037 0.137 -0.76
C -2.199 -4.861 -0.468 -0.33
H -3.417 -3.395 3.095 0.36
H -5.274 -5.008 2.753 0.42
H -6.612 -4.926 0.678 0.37
H -6.080 -3.247 -1.067 0.43
H -4.226 -1.658 -0.718 0.24
H -2.616 0.991 -0.491 0.23
H -3.907 3.098 -0.511 0.50
H -5.429 3.633 1.372 0.40
H -5.680 2.030 3.244 0.38
H -4.347 -0.048 3.271 0.40
H -0.178 -4.538 -2.691 0.44
H -0.788 -4.642 -5.076 0.39
H -2.036 -2.778 -6.119 0.37
H -2.670 -0.805 -4.755 0.44
H -2.110 -0.745 -2.347 0.52
H 0.120 -3.871 1.784 0.26
H -0.631 -5.953 2.878 0.41
H -2.370 -7.354 1.812 0.38
H -3.392 -6.632 -0.323 0.39
H -2.653 -4.548 -1.399 0.40
C -0.200 4.291 0.015 -0.80
C -0.757 3.702 1.259 0.01
N -0.735 2.441 1.621 0.60
C -1.333 2.378 2.858 -0.33
C -1.735 3.617 3.240 -1.06
N -1.362 4.455 2.213 0.01
H -0.189 3.542 -0.772 -0.28
H 0.825 4.635 0.171 0.23
H -0.801 5.139 -0.317 0.51
H -1.450 1.436 3.368 0.39
H -2.257 3.970 4.111 0.44
H -1.524 5.442 2.153 0.19
S -0.890 2.237 -3.735 -0.47
C -0.178 1.664 -2.383 0.26
N 0.352 1.293 -1.407 -0.57
C 3.353 1.388 -3.613 -1.14
As 3.525 0.751 -1.765 0.65
C 5.492 0.609 -1.774 -1.28
C 3.295 2.532 -0.881 0.18
C 4.385 3.518 -1.087 -0.04
C 4.346 4.424 -2.145 -0.25
C 5.380 5.324 -2.354 -0.83
C 6.474 5.340 -1.503 -0.42
C 6.524 4.447 -0.442 -0.77
C 5.493 3.547 -0.239 0.09
H 4.041 2.209 -3.816 0.37
H 2.325 1.707 -3.787 0.19
H 3.573 0.559 -4.286 0.42
H 5.987 1.542 -2.046 0.38
H 5.745 -0.156 -2.509 0.45
H 5.854 0.277 -0.801 0.28
H 3.132 2.338 0.180 -0.20
H 2.352 2.891 -1.294 0.07
H 3.488 4.425 -2.808 0.54
H 5.325 6.018 -3.184 0.37
H 7.279 6.047 -1.661 0.38
H 7.373 4.451 0.231 0.41
H 5.542 2.847 0.587 0.29
C 3.181 -1.408 2.540 -1.50
C 3.244 0.018 2.010 2.06
C 4.261 0.844 2.803 -1.78
C 1.871 0.677 2.074 -1.81
H 4.168 -1.873 2.528 0.43
H 2.497 -2.023 1.954 0.16
H 2.825 -1.402 3.575 0.36
H 3.579 -0.020 0.966 -0.69
H 3.975 0.883 3.857 0.38
H 4.314 1.871 2.437 0.30
H 5.260 0.405 2.743 0.42
H 1.932 1.764 1.989 0.31
H 1.382 0.456 3.026 0.84
```

LUMO level, eV: 2.315
Maximum force, eV Å⁻¹: 0.5
Total charge: -1
Highest occupied orbital energy, eV: -4.70
Electronic energy, Ha: -6117.30053

Record 6
DFT (wB97M-V/def2-TZVPD) results for a 2-piece molecular cluster, C4H12O overall at a distorted geometry.

```
17
Properties=species:S:1:pos:R:3:mulliken_charge:R:1
C 1.926 -0.604 -1.105 -0.63
C 2.171 -0.836 0.358 -0.90
H 0.941 -0.108 -1.345 0.20
H 2.810 0.154 -1.505 0.19
H 2.055 -1.587 -1.565 0.25
H 2.754 -1.841 0.501 0.24
H 2.694 -0.070 0.766 0.35
H 1.433 -0.708 1.135 0.30
C -2.331 0.452 0.562 -0.14
C -0.989 0.962 0.546 -0.90
O -2.422 -0.150 -0.737 -0.52
H -2.510 -0.370 1.406 0.18
H -3.281 1.194 0.556 0.30
H -0.241 0.830 1.263 0.41
H -3.437 -0.257 -0.896 0.30
H -1.066 2.024 0.473 0.30
H -0.506 0.916 -0.413 0.08
```

LUMO level, eV: 0.914
Maximum force, eV Å⁻¹: 4.5
Highest occupied orbital energy, eV: -9.98
Electronic energy, Ha: -234.73347
SMILES string: CCO.CC

Record 7
DFT (wB97M-V/def2-TZVPD) results for C39H47Cl2N7OPSiTa as an isolated structure at a distorted geometry.

```
99
Properties=species:S:1:pos:R:3:mulliken_charge:R:1
Ta 0.737 0.083 0.183 0.17
C 1.434 -2.773 -3.445 -1.37
C 0.349 -3.619 -3.561 -0.91
C -0.690 -3.451 -2.668 -0.73
C -0.603 -2.459 -1.685 -0.36
N 0.471 -1.668 -1.515 0.92
C 1.453 -1.826 -2.430 -2.28
N -1.759 -2.398 -0.949 -0.32
C -1.948 -1.657 0.055 -0.50
N -1.052 -0.878 0.771 1.13
C -1.570 -0.870 2.061 0.16
N -0.933 -0.915 3.169 -0.32
C 0.391 -1.361 3.132 -0.18
C 0.930 -1.897 4.284 -1.00
C 2.111 -2.622 4.267 -0.70
C 2.751 -2.741 3.054 -0.92
C 2.257 -2.072 1.978 -0.13
N 1.109 -1.361 1.982 0.15
C -3.015 -1.135 2.045 0.28
C -3.992 -1.143 3.018 -0.56
C -5.179 -1.772 2.633 -0.76
C -5.356 -2.336 1.380 -0.89
C -4.368 -2.308 0.433 -0.21
C -3.195 -1.693 0.777 0.27
H 2.318 -2.885 -4.082 0.54
H 0.333 -4.398 -4.300 0.50
H -1.620 -3.990 -2.748 0.63
H 2.280 -1.186 -2.300 2.33
H 0.349 -1.771 5.172 0.64
H 2.476 -3.130 5.151 0.50
H 3.662 -3.335 2.938 0.56
H 2.743 -2.108 1.037 -0.18
H -3.773 -0.773 4.013 0.68
H -6.041 -1.814 3.314 0.40
H -6.288 -2.818 1.139 0.52
H -4.499 -2.762 -0.542 0.76
C 0.614 4.101 0.165 -0.95
C 1.578 3.337 -0.726 0.13
C 2.513 3.979 -1.487 -0.97
C 3.437 3.248 -2.201 -1.22
C 3.526 1.896 -2.028 -1.08
C 2.664 1.280 -1.089 0.98
N 1.642 1.988 -0.582 1.07
N 2.682 -0.029 -0.641 0.39
Si 4.245 -1.002 -0.642 0.55
C 3.864 -2.784 -0.889 -1.11
C 5.482 -0.584 -1.923 -1.62
C 5.095 -0.691 1.006 -1.04
H 0.080 4.910 -0.319 0.60
H 1.133 4.511 1.027 0.39
H -0.152 3.450 0.543 -0.18
H 2.478 5.039 -1.637 0.57
H 4.116 3.759 -2.864 0.50
H 4.273 1.306 -2.508 0.74
H 2.982 -3.200 -0.411 0.41
H 4.754 -3.330 -0.586 0.60
H 3.778 -2.938 -1.980 0.35
H 5.221 -0.689 -2.972 0.50
H 6.327 -1.267 -1.726 0.42
H 5.957 0.403 -1.756 0.42
H 4.820 -1.381 1.810 0.28
H 4.984 0.344 1.280 0.27
H 6.171 -0.859 0.819 0.46
Cl -6.336 1.919 1.752 -0.13
C -5.112 2.509 2.906 -0.54
Cl -3.609 2.804 2.004 -0.02
H -5.004 1.772 3.702 0.24
H -5.404 3.454 3.303 0.46
C -0.334 2.771 3.328 -1.30
C 0.764 1.809 2.946 0.86
C 2.142 2.423 2.970 -1.23
O 0.569 1.164 1.644 0.63
H -0.110 3.122 4.331 0.46
H -1.309 2.263 3.419 0.19
H -0.396 3.664 2.710 0.25
H 0.658 0.966 3.617 0.30
H 2.178 3.363 2.464 0.25
H 2.930 1.714 2.664 0.19
H 2.360 2.612 4.036 0.52
C -1.617 2.783 -1.706 -1.60
P -0.984 1.056 -1.800 2.00
C -0.074 1.176 -3.391 -1.62
C -2.484 0.167 -2.273 0.27
C -2.582 -0.512 -3.513 -0.51
C -3.814 -1.045 -3.887 -0.96
C -4.907 -0.946 -3.043 -0.59
C -4.838 -0.305 -1.838 -0.79
C -3.624 0.252 -1.472 -0.33
H -2.173 2.980 -0.795 0.23
H -2.290 2.885 -2.541 0.66
H -0.792 3.480 -1.748 0.47
H -0.744 1.611 -4.155 0.56
H 0.394 0.277 -3.765 0.24
H 0.757 1.917 -3.262 0.35
H -1.780 -0.617 -4.208 0.49
H -3.889 -1.504 -4.857 0.50
H -5.828 -1.471 -3.325 0.38
H -5.694 -0.220 -1.172 0.57
H -3.560 0.751 -0.487 0.27
```

LUMO level, eV: -6.076
Maximum force, eV Å⁻¹: 1.8
Total charge: +2
Highest occupied orbital energy, eV: -13.29
Electronic energy, Ha: -3580.82397

Record 8
DFT (wB97M-V/def2-TZVPD) results for one molecule with the formula C12H14N2O at a distorted geometry.

```
29
Properties=species:S:1:pos:R:3:mulliken_charge:R:1
C -0.981 0.300 3.482 -1.00
C 2.722 1.537 -2.606 -0.49
C -1.212 0.397 2.108 -0.16
C 1.394 1.682 -2.477 -1.06
C 0.018 -0.629 3.681 -0.45
C 3.109 0.505 -1.602 -0.45
C -0.429 -0.590 1.516 -0.32
C 0.959 0.578 -1.538 0.29
C -0.451 -1.007 0.022 1.84
C -1.960 -1.414 -0.342 -1.80
C -1.404 0.918 -1.404 -1.46
C -0.215 0.150 -1.019 0.69
N 0.356 -1.189 2.483 -0.06
N 2.082 -0.075 -1.094 -0.41
O 0.461 -1.998 -0.167 -0.76
H -1.514 0.864 4.241 0.40
H 3.253 2.138 -3.256 0.51
H -1.938 1.070 1.780 0.51
H 0.766 2.301 -2.933 0.54
H 0.531 -1.101 4.508 0.41
H 4.201 0.219 -1.371 0.34
H -2.038 -2.561 -0.119 0.36
H -2.612 -0.872 0.176 0.49
H -2.118 -1.390 -1.380 0.46
H -2.235 1.033 -0.578 0.21
H -1.170 1.998 -1.764 0.32
H -2.032 0.360 -2.231 0.28
H 1.155 -1.779 2.469 0.23
H 1.302 -1.445 -0.586 0.54
```

LUMO level, eV: -0.453
Maximum force, eV Å⁻¹: 7.1
Highest occupied orbital energy, eV: -7.84
Electronic energy, Ha: -650.29369
SMILES string: C/C(=C1\C=CC=N1)[C@@](C)(O)c1ccc[nH]1

What did the fourth record say?
DFT (wB97M-V/def2-TZVPD) results for a 2-piece molecular cluster, CH2BrCl overall at a distorted geometry.

```
5
Properties=species:S:1:pos:R:3:mulliken_charge:R:1
C -0.073 0.019 0.108 -0.39
Cl -0.124 -1.717 -0.090 -0.10
Br 1.669 0.765 0.002 -0.05
H -0.574 0.334 1.014 0.30
H -0.897 0.600 -1.034 0.25
```

LUMO level, eV: 0.426
Maximum force, eV Å⁻¹: 5.0
Highest occupied orbital energy, eV: -10.26
Electronic energy, Ha: -3073.44242